Record 1
87
Properties=species:S:1:pos:R:3:forces:R:3:lowdin_charge:R:1 method="wB97M-V/def2-TZVPD" homo_ev=-5.31 lumo_energy_ev=2.10 charge=-1 fmax_ha_per_bohr=0.04815 total_energy_ev=-236901.783
C 1.359444 4.247798 2.120331 1.49 0.69 1.04 0.043
C 0.286865 3.955844 1.671687 -2.13 -0.91 -0.84 -0.168
C -1.083656 3.496546 1.134011 1.07 1.93 0.29 -0.185
P -1.157719 1.641304 0.478646 1.06 -1.19 1.89 0.669
C -0.928887 -0.240954 0.031207 -0.70 -1.00 -1.36 -0.207
C -2.011948 -1.245764 0.537136 -0.46 -1.12 -0.64 -0.236
C -1.495000 -2.665424 1.022365 -0.50 0.24 0.38 -0.710
F -0.118513 -2.840033 1.050423 -1.33 0.11 -0.39 -0.030
Br -2.110872 -2.931996 2.918474 0.53 -0.06 -0.42 0.690
C -2.116857 -3.863712 0.177926 1.10 0.02 0.15 -0.836
F -1.763333 -3.627465 -1.143645 -0.58 -0.89 1.79 0.030
F -1.579832 -5.078325 0.604487 -0.44 1.55 -1.02 -0.034
Br -4.063278 -4.035196 0.389162 0.79 0.17 -0.51 0.754
C -3.024670 1.703083 -0.061102 -0.93 0.17 0.70 -0.664
Cl -3.394699 0.919823 -1.666822 0.78 0.09 0.28 0.546
C -3.808392 3.063654 0.138327 -1.48 -0.39 0.03 -0.657
C -4.474076 3.234327 1.577972 -0.01 -0.77 -0.71 -0.147
Cl -5.337764 2.923534 -0.952838 0.15 0.86 0.42 0.455
N -0.413060 1.926430 -1.111686 1.03 1.76 0.08 -0.220
C -0.839998 3.033581 -1.951609 -0.21 0.85 -2.00 -0.143
C 1.006642 1.745071 -1.225526 2.39 -0.35 -0.44 -0.473
C 2.094561 2.878272 -0.951483 -1.64 1.10 -0.52 -0.018
O 1.519390 0.722504 -1.658191 -1.22 0.31 0.38 0.028
O -1.897191 1.364015 2.058409 0.49 -0.34 0.80 -0.380
C -1.004157 1.195835 3.150150 -0.64 -1.88 0.26 -0.189
C 0.384067 0.758242 2.511048 -0.57 -0.01 0.27 -0.331
C 1.657495 0.941342 3.432135 -0.75 -0.24 0.61 -0.166
C 2.362284 -0.446300 3.773681 0.45 1.00 -0.71 -0.246
C 2.970488 -1.177405 2.512837 0.31 -1.57 0.08 -0.540
S 3.502115 -0.032715 1.166286 0.10 0.26 -0.14 0.696
O 0.415410 1.408453 1.241695 0.61 -0.30 1.34 -0.329
H 2.323404 4.491382 2.605393 -1.32 -0.31 -0.80 0.041
H -1.370791 4.272181 0.381243 0.22 -0.54 0.45 0.063
H -1.797089 3.617643 1.999321 0.71 -0.18 -1.02 0.080
H 0.133812 -0.584961 0.188661 -1.29 0.46 0.38 0.091
H -0.981020 -0.246363 -1.098503 -0.15 -0.19 1.31 0.069
H -2.690950 -1.482421 -0.340842 0.69 0.28 0.96 0.076
H -2.713921 -0.898783 1.336136 1.00 0.09 -0.60 0.074
H -3.524901 1.015299 0.683074 0.65 0.68 -0.97 0.074
H -3.360745 4.009017 -0.233097 -0.01 -0.97 0.32 0.066
H -4.896950 4.265452 1.669435 0.46 -0.88 0.04 0.074
H -3.797490 2.948488 2.417715 -0.32 0.47 -0.78 0.064
H -5.328501 2.494387 1.584163 0.87 0.86 0.16 0.064
H -0.057062 3.825524 -2.184528 -0.59 -0.88 0.61 0.087
H -1.102921 2.614457 -2.978398 0.12 0.46 1.03 0.082
H -1.747990 3.608126 -1.637859 0.75 -0.81 0.13 0.066
H 2.724792 2.647221 -0.059013 -0.77 -0.01 -0.78 0.056
H 2.720736 3.010217 -1.876863 -0.53 -0.41 0.91 0.071
H 1.550808 3.860134 -0.816676 0.89 -0.94 0.23 0.062
H -1.463144 0.304943 3.692921 0.86 0.74 -0.23 0.108
H -1.012305 1.990364 3.949665 0.32 0.06 -1.23 0.117
H 0.290553 -0.374748 2.463582 -0.02 0.98 -0.74 0.122
H 2.377789 1.695936 3.016944 -0.72 -0.79 0.32 0.087
H 1.273386 1.323571 4.427503 0.53 -0.11 -1.01 0.111
H 1.668160 -1.156219 4.302196 0.53 0.74 -0.58 0.113
H 3.207177 -0.207690 4.479093 -0.77 -0.31 -0.61 0.102
H 3.875963 -1.744890 2.861944 -0.85 0.44 -0.33 0.059
H 2.273181 -1.950036 2.076069 0.49 1.00 0.51 0.061
H 3.832606 -0.806443 0.073359 -0.43 -0.05 1.12 -0.124
O 2.065819 4.947688 -4.105120 -0.25 0.16 -0.42 0.099
C 1.705889 4.301684 -5.053620 0.15 -0.42 0.49 -0.528
O 0.842900 4.833948 -5.943254 0.02 0.56 -0.13 -0.006
C 0.500317 4.224487 -7.191701 -0.16 -0.22 0.02 -0.241
C -0.630453 3.230436 -7.022698 -0.03 -0.14 0.13 -0.066
C 2.132137 2.865015 -5.215134 0.40 -0.06 -0.41 0.015
H 1.378791 3.783162 -7.667589 0.00 -0.05 0.11 0.110
H 0.171775 5.035806 -7.843890 0.09 0.11 0.21 0.119
H -0.345379 2.404705 -6.368853 0.03 0.00 -0.09 0.070
H -0.928211 2.818868 -7.989357 0.01 0.03 0.02 0.078
H -1.495949 3.713274 -6.564777 0.06 0.04 -0.08 0.085
H 1.458019 2.224884 -4.643713 0.04 0.01 0.01 0.094
H 3.143104 2.760753 -4.823262 -0.17 0.03 0.23 0.093
H 2.168143 2.531026 -6.250837 -0.21 -0.07 0.03 0.067
O 2.645956 -6.735147 4.594943 -0.04 -0.46 -0.29 0.099
C 1.987565 -7.041597 3.634081 0.01 0.65 0.07 -0.526
O 2.220060 -8.212213 3.006196 0.19 -0.47 0.30 -0.007
C 1.378459 -8.753083 1.981280 -0.01 0.11 -0.23 -0.238
C 1.749844 -8.201940 0.620093 0.05 0.19 -0.06 -0.065
C 0.964763 -6.096901 3.059392 -0.54 -0.18 0.19 0.011
H 0.323543 -8.603258 2.219852 0.05 0.11 0.00 0.113
H 1.546303 -9.831606 1.990901 0.12 0.09 0.20 0.119
H 1.603659 -7.121795 0.570401 -0.11 -0.06 -0.01 0.070
H 1.146446 -8.668303 -0.161133 0.01 0.01 0.04 0.080
H 2.804615 -8.389814 0.408770 -0.07 -0.09 0.04 0.082
H 1.458935 -5.405136 2.376399 -0.06 -0.01 0.00 0.099
H 0.516534 -5.534234 3.877300 0.24 0.11 -0.05 0.090
H 0.144995 -6.596903 2.547232 0.11 0.07 -0.20 0.066



Record 2
78
Properties=species:S:1:pos:R:3:forces:R:3:lowdin_charge:R:1 method="wB97M-V/def2-TZVPD" homo_ev="-19.03 / -19.03" lumo_energy_ev="-15.74 / -15.63" charge=+4 fmax_ha_per_bohr=0.07880 total_energy_ev=-128594.589
N -6.125307 4.562811 -5.499310 -0.08 -0.39 0.20 0.145
C -5.825214 4.989395 -4.274231 0.91 -0.48 0.22 -0.055
C -4.900763 4.330986 -3.458029 -0.10 -0.46 0.00 0.048
C -4.257119 3.143182 -3.913803 0.04 -1.21 -0.02 -0.172
C -4.615574 2.691511 -5.214307 -0.47 0.24 -0.65 0.042
C -5.575868 3.427920 -5.945795 0.85 -0.63 0.14 -0.058
C -3.246947 2.500557 -3.077232 -2.53 3.02 -0.94 0.068
Sn -0.925225 0.206913 -2.105035 -0.48 -0.83 1.17 1.531
P 2.703609 -0.602799 -0.987790 3.11 -0.88 2.45 0.982
C -2.146904 1.757385 -3.462901 0.62 -1.18 -0.40 -0.234
C -0.860162 2.336524 -3.036783 -0.30 -0.22 1.42 -0.370
C 0.354356 1.992687 -3.692392 -1.53 0.11 -0.61 -0.043
C 1.514173 2.016117 -2.973297 2.81 -0.02 0.75 -0.048
C 1.594997 2.254848 -1.600007 -1.36 -0.08 -2.07 -0.069
C 0.457895 2.637649 -0.942233 -0.94 0.79 0.93 -0.002
C -0.803649 2.690311 -1.633377 2.58 -0.04 -0.45 -0.070
Br 2.373756 -0.163011 1.656140 -1.35 -1.47 -0.22 0.697
H -3.275666 2.961467 -2.083147 0.36 -0.03 -0.31 0.125
H -2.181312 0.950124 -4.204995 -0.08 1.30 -0.96 0.114
H -4.638238 4.731799 -2.494197 -0.13 0.14 0.26 0.123
H -4.175414 1.796176 -5.674814 -0.25 0.42 0.31 0.126
H -6.295774 5.888772 -3.919236 -0.17 0.25 -0.05 0.133
H -5.883867 3.092220 -6.946578 0.17 0.20 0.51 0.140
H 0.363116 1.699158 -4.753877 -0.05 0.31 0.53 0.167
H -1.683326 2.906510 -1.051056 0.02 0.15 0.08 0.129
H 2.473272 1.874607 -3.468280 -0.36 -0.18 -0.31 0.140
H 0.523253 2.950210 0.100457 -0.36 -0.34 -0.14 0.149
P -0.574742 -2.643115 -1.351730 -1.47 -1.54 -0.81 0.922
C 3.410864 1.099291 -0.664216 2.93 -2.26 1.44 -0.359
C 4.771039 1.578263 -1.070048 -0.91 1.19 -1.86 -0.027
H 3.332555 1.222071 0.437243 -0.68 0.96 -0.99 -0.026
H 2.577118 2.011269 -1.089428 -0.25 1.61 0.10 0.050
H 4.726367 2.651138 -0.823067 0.59 -0.07 0.02 0.130
H 5.610013 1.145024 -0.490806 -0.68 -0.13 0.10 0.131
H 4.993106 1.509416 -2.157537 0.00 -0.16 0.68 0.112
C 3.214137 -0.828499 -2.786121 -0.94 0.01 -1.56 -0.353
C 4.505917 -1.548951 -3.222973 0.12 -0.31 0.97 -0.079
H 3.346975 0.218519 -3.063669 -0.23 -0.07 -0.06 0.038
H 2.338639 -1.202284 -3.338541 0.28 0.08 0.07 0.063
H 4.580539 -1.497815 -4.320996 -0.26 0.05 0.29 0.118
H 5.382438 -1.026826 -2.809231 -0.21 -0.32 -0.12 0.093
H 4.540108 -2.612022 -2.927217 0.01 0.48 -0.30 0.094
C 4.060942 -1.785211 -0.122566 -0.35 -0.22 -0.42 -0.372
C 5.210633 -1.257486 0.773183 0.52 0.26 -0.31 -0.151
H 4.487392 -2.340390 -0.971948 -0.23 0.23 0.41 0.055
H 3.454107 -2.494367 0.475884 0.00 0.54 -0.48 0.066
H 5.406140 -2.037450 1.535007 0.01 0.44 -0.43 0.110
H 6.134334 -1.117361 0.163816 -0.64 -0.14 0.50 0.098
H 5.002099 -0.321104 1.321563 0.10 -0.59 -0.29 0.031
C -0.636437 -3.855164 0.003975 0.88 0.62 0.65 -0.378
C -1.635604 -4.963097 -0.218247 -0.52 -0.34 -0.31 -0.109
H -0.860106 -3.278325 0.911001 0.08 -0.19 -0.03 0.097
H 0.382273 -4.242606 0.112411 -0.06 0.01 0.08 0.096
H -2.658862 -4.602447 -0.168449 -0.07 -0.03 0.09 0.075
H -1.498097 -5.458240 -1.175772 0.00 -0.10 -0.07 0.082
H -1.541790 -5.727366 0.544369 0.19 -0.06 0.23 0.107
C -0.009360 -3.558733 -2.854075 0.68 0.30 0.27 -0.379
C -0.220096 -2.870230 -4.204629 -0.14 -0.12 0.02 -0.135
H -0.443038 -4.567324 -2.850650 -0.03 0.22 0.11 0.103
H 1.069923 -3.679169 -2.667832 -0.18 -0.20 -0.16 0.083
H -1.280587 -2.814897 -4.481783 0.24 0.00 0.05 0.084
H 0.204406 -1.854600 -4.207067 -0.01 -0.08 -0.11 0.031
H 0.292459 -3.449735 -4.986506 -0.18 0.27 0.19 0.106
C -2.462297 -2.381922 -1.648546 0.88 0.71 0.04 -0.401
C -3.040367 -1.474931 -0.537652 -0.29 0.12 -0.12 -0.173
H -2.961208 -3.368196 -1.699945 0.46 0.46 -0.03 0.106
H -2.594182 -1.924184 -2.645907 0.00 -0.22 0.21 0.048
H -3.851882 -0.840137 -0.938806 0.18 -0.41 0.28 0.092
H -3.448252 -2.070163 0.299955 0.24 0.35 -0.35 0.109
H -2.279372 -0.790586 -0.097618 -0.25 -0.29 0.04 0.003
N -1.843126 1.009318 2.973731 0.91 0.28 0.01 0.183
C -0.732776 1.134927 2.187860 -1.11 0.15 2.60 -0.631
N 0.293628 1.629524 3.004814 0.89 -0.66 -2.05 0.120
O -0.703310 0.866826 0.981442 0.48 0.21 -0.47 -0.105
H -1.766075 1.339142 3.947320 -0.64 -0.37 -0.99 0.142
H -2.728351 0.771879 2.582297 -0.41 -0.06 0.00 0.111
H 1.237510 1.406227 2.654866 -0.97 0.70 0.41 -0.054
H 0.191862 1.321669 3.952745 0.09 0.21 0.54 0.107



Record 3
81
Properties=species:S:1:pos:R:3:forces:R:3:lowdin_charge:R:1 method="wB97M-V/def2-TZVPD" homo_ev=-12.11 lumo_energy_ev=-3.85 charge=+1 fmax_ha_per_bohr=0.03334 relative_energy_ev=0.000 total_energy_ev=-82048.340
C 7.364886 -1.252254 3.560227 0.18 0.55 -0.26 0.171
C 7.499089 -1.603855 2.424255 -0.63 -0.05 -0.05 -0.098
C 7.355753 -2.063707 1.045779 0.92 -0.06 0.20 -0.089
N 5.952604 -2.241194 0.641679 -0.63 0.24 0.68 0.085
C 5.137150 -3.033932 1.244403 -0.74 -0.44 0.12 -0.260
O 5.420162 -3.711800 2.334143 0.50 -0.21 -0.56 0.148
C 3.800295 -3.148268 0.521905 -0.01 0.51 0.50 -0.176
C 2.607371 -3.704951 1.270134 -0.20 -0.09 -0.01 -0.667
Cl 2.550652 -3.741113 2.995434 0.22 0.09 -0.22 0.784
C 1.590668 -4.194061 0.550629 -0.22 -0.16 0.24 -0.731
C 1.545660 -4.250686 -0.945426 -0.08 0.11 -0.32 -0.082
Cl 0.209179 -4.843459 1.358906 0.15 0.06 -0.27 0.741
C 3.730075 -1.732747 -0.137315 0.83 -0.67 -0.11 -0.207
S 3.059686 -0.509381 0.995397 0.42 1.13 1.22 0.787
O 3.326635 0.810960 0.531860 -0.32 -0.09 -1.10 -0.233
O 3.486388 -0.802666 2.327609 0.00 -0.91 -0.02 -0.243
C 1.185897 -0.685372 0.975001 -0.07 0.74 0.01 -0.668
F 0.740311 0.527247 1.269447 0.03 -0.07 -0.04 0.168
F 0.751845 -1.017991 -0.238739 0.08 -0.35 -0.02 0.154
F 0.764192 -1.522428 1.891632 -0.04 -0.27 -0.15 0.148
C 5.234953 -1.594066 -0.483769 0.10 0.10 -1.38 -0.191
C 5.806371 -0.326987 -1.132921 0.70 -0.14 1.04 -0.054
C 6.303402 0.777145 -0.164868 -0.09 0.98 -1.24 -0.372
C 5.750460 2.146051 -0.559457 -0.05 -0.23 -0.22 -0.030
F 6.017569 0.455983 1.145113 -0.10 -0.17 0.14 -0.001
H 7.253389 -0.699273 4.464478 0.08 -0.32 0.22 0.058
H 7.836374 -1.379956 0.348309 -0.18 0.09 0.00 0.130
H 7.890240 -3.012858 0.939593 -0.23 -0.08 -0.17 0.145
H 5.855293 -4.555390 2.123818 0.03 -0.02 0.35 0.180
H 4.019665 -3.858513 -0.289834 0.02 0.09 -0.07 0.173
H 0.520725 -4.298383 -1.308331 -0.02 -0.05 0.15 0.085
H 1.981112 -3.363379 -1.404337 0.04 -0.03 0.03 0.067
H 2.067475 -5.126972 -1.340574 -0.01 -0.03 0.13 0.101
H 3.245114 -1.677467 -1.110749 -0.53 -0.04 0.29 0.143
H 5.323396 -2.337949 -1.291852 -0.05 0.08 0.00 0.167
H 5.079340 0.064219 -1.843009 -0.17 -0.08 0.12 0.134
H 6.671064 -0.648362 -1.719427 -0.12 0.00 -0.11 0.127
H 7.388496 0.856904 -0.279046 0.05 -0.25 0.47 0.138
H 4.718649 2.076388 -0.898504 -0.03 0.08 0.27 0.065
H 5.829692 2.859719 0.257936 0.03 -0.05 0.02 0.097
H 6.330453 2.518738 -1.407909 0.07 0.02 0.11 0.094
C -5.576037 -1.942645 -2.134999 -0.05 -0.02 0.10 -0.108
C -5.434632 -1.062700 -0.896605 0.00 0.01 -0.12 -0.263
C -4.165158 -0.213707 -0.894663 -0.01 0.09 0.07 -0.231
C -2.856209 -1.002848 -0.899414 0.01 -0.07 -0.08 -0.226
C -2.686822 -1.978604 0.264228 0.10 0.12 0.04 -0.267
C -2.669182 -1.296905 1.629302 -0.02 -0.16 -0.01 -0.098
H -4.771283 -2.676909 -2.204223 0.00 0.01 -0.03 0.063
H -6.518015 -2.491637 -2.109622 0.01 -0.01 -0.04 0.071
H -5.565789 -1.338803 -3.044740 0.03 -0.01 -0.01 0.076
H -5.476835 -1.684937 0.001835 0.01 0.02 0.02 0.100
H -6.295820 -0.391997 -0.842761 0.01 0.00 0.05 0.105
H -4.186855 0.451370 -0.026091 0.02 0.01 -0.01 0.094
H -4.175366 0.441444 -1.771921 -0.02 0.00 0.01 0.107
H -2.023079 -0.290808 -0.889576 0.00 0.00 0.02 0.100
H -2.765967 -1.555651 -1.839657 -0.02 0.01 0.00 0.103
H -1.742669 -2.516730 0.128575 -0.02 -0.06 -0.01 0.074
H -3.474480 -2.736090 0.243324 0.00 0.00 -0.03 0.103
H -1.872326 -0.551510 1.685241 -0.05 0.06 0.00 0.060
H -2.499808 -2.027529 2.422276 0.01 0.04 0.03 0.073
H -3.614581 -0.797011 1.841833 0.02 0.03 0.00 0.072
C -3.776642 4.053564 -2.511753 -0.01 0.12 0.00 -0.111
C -3.692334 4.865522 -1.222579 0.07 -0.10 -0.04 -0.268
C -4.051250 4.061213 0.025138 0.00 0.05 0.07 -0.229
C -5.480133 3.518148 0.054559 -0.02 -0.09 -0.07 -0.237
C -6.580641 4.570734 -0.066657 -0.01 -0.01 0.12 -0.268
C -6.583978 5.580720 1.076716 -0.03 0.03 -0.11 -0.110
H -4.792886 3.706829 -2.705337 0.01 -0.03 0.00 0.066
H -3.468362 4.657109 -3.366748 0.00 -0.04 -0.02 0.069
H -3.121457 3.180067 -2.464886 -0.03 -0.03 0.01 0.067
H -4.333077 5.747503 -1.302603 -0.01 0.00 0.02 0.100
H -2.671357 5.240400 -1.109775 -0.02 0.04 0.01 0.103
H -3.878318 4.681986 0.908843 -0.01 -0.01 0.00 0.102
H -3.358859 3.216212 0.112873 0.01 0.00 -0.02 0.100
H -5.620970 2.967467 0.990720 -0.01 0.00 0.00 0.109
H -5.605763 2.782807 -0.746430 0.01 0.00 0.01 0.091
H -7.545833 4.057940 -0.084279 0.00 0.00 -0.05 0.105
H -6.497778 5.097394 -1.021337 0.01 -0.02 -0.01 0.099
H -6.693927 5.078210 2.039953 0.03 0.01 0.01 0.075
H -7.413745 6.280195 0.968121 0.01 0.01 0.04 0.070
H -5.663522 6.166288 1.101530 0.00 -0.01 0.03 0.065